# 1
57
Properties=species:S:1:pos:R:3:nbo_charge:R:1 method="wB97M-V/def2-TZVPD" e_lumo_ev=-1.21 gap_ha=0.1830
Zr -0.79041 0.86056 -0.39153 1.605
C -3.95514 -2.30483 0.99774 -0.685
C -2.73989 -1.48623 0.71568 0.257
N -2.75174 -0.28663 0.28438 -0.301
N -3.94922 0.37746 0.16198 -0.432
C -3.78496 1.60883 0.55762 0.343
N -4.81731 2.47686 0.48863 -0.791
S -2.26399 2.21550 1.20986 -0.254
C -1.39344 -1.95984 1.10593 0.198
C -1.17123 -3.26712 1.50650 -0.231
C 0.05163 -3.60689 2.06368 -0.130
C 1.00040 -2.61418 2.23084 -0.246
C 0.71781 -1.34327 1.75762 0.080
N -0.43208 -1.01509 1.17126 -0.498
H -4.83374 -1.66997 0.93854 0.270
H -3.89810 -2.76262 1.98544 0.228
H -4.05382 -3.10487 0.25988 0.236
H -5.56753 2.17896 -0.11994 0.397
H -4.53610 3.44179 0.35806 0.426
H -1.95813 -3.99858 1.39366 0.235
H 0.24915 -4.62237 2.37994 0.230
H 1.95070 -2.80808 2.70708 0.233
H 1.45212 -0.55549 1.85794 0.217
Br 2.14002 -5.56774 -3.45363 0.061
C 1.20191 -4.01618 -2.91363 -0.140
C -0.17397 -3.92739 -3.13968 -0.178
C -0.87108 -2.80580 -2.75427 -0.258
C -0.21917 -1.73724 -2.11523 0.387
O -0.88987 -0.67394 -1.75675 -0.821
C 1.16754 -1.84018 -1.88280 -0.155
C 1.93337 -0.81821 -1.20837 0.194
N 1.48899 0.18315 -0.53490 -0.540
C 2.41732 1.00106 0.17645 0.078
C 3.69559 0.61865 0.52465 -0.222
C 4.52543 1.48787 1.24411 -0.210
C 4.07219 2.73116 1.61046 -0.169
C 2.76567 3.13553 1.28777 -0.099
C 2.25151 4.43251 1.60074 -0.140
C 1.04130 4.78754 1.11941 -0.235
C 0.24507 3.83223 0.42730 0.113
N 0.60589 2.55718 0.32166 -0.664
C 1.92652 2.25525 0.58719 0.237
C 1.86758 -2.98172 -2.30829 -0.178
H -0.68698 -4.74419 -3.62970 0.232
H -1.93255 -2.71215 -2.94224 0.234
H 3.01128 -0.96331 -1.27464 0.183
H 4.07275 -0.36148 0.26613 0.213
H 5.52524 1.16887 1.50507 0.222
H 4.71160 3.41579 2.15329 0.220
H 2.86752 5.12355 2.16175 0.219
H 0.63312 5.78010 1.24795 0.238
H -0.76706 4.08843 0.13306 0.277
H 2.93613 -3.04400 -2.14245 0.223
Te 0.37346 2.24249 -2.97473 0.043
Te 0.88934 4.74826 -2.42798 -0.342
Te -2.90942 4.67695 -1.92851 -0.479
Te -2.44122 2.17304 -2.60000 0.072

---

# 2
61
Properties=species:S:1:pos:R:3:nbo_charge:R:1 method="wB97M-V/def2-TZVPD" e_lumo_ev=-5.72 total_charge=+1 gap_ha=0.1404
C 0.03181 -5.58862 3.04405 -0.655
C 0.61674 -4.25709 3.01267 0.273
C 1.73069 -3.73871 3.60352 -0.324
C 1.77212 -2.36730 3.23270 -0.290
C 0.67947 -2.09825 2.43163 -0.001
B 0.07098 -0.67898 1.91965 0.937
O -0.37600 -0.64158 0.55663 -0.705
C -1.71345 -1.15096 0.48538 -0.077
C -2.37292 -1.14016 1.86488 -0.240
N -1.36232 -0.55253 2.79456 -0.388
C -1.45986 -1.07371 4.17215 -0.408
C -1.36996 0.92877 2.86751 -0.254
C 0.09070 1.31885 3.09500 -0.077
O 0.92136 0.41465 2.36464 -0.688
O -0.02082 -3.27554 2.28691 -0.456
H 0.71235 -6.24566 3.59956 0.235
H -0.93733 -5.60371 3.56445 0.218
H -0.10296 -6.00196 2.03673 0.227
H 2.43759 -4.27877 4.23750 0.230
H 2.53358 -1.66157 3.53527 0.228
H -2.27143 -0.49573 -0.19829 0.156
H -1.70029 -2.17816 0.07858 0.203
H -3.28809 -0.53555 1.87480 0.196
H -2.61422 -2.16180 2.18396 0.239
H -2.24540 -0.50684 4.69359 0.196
H -1.74745 -2.13210 4.16546 0.234
H -0.50935 -0.93500 4.69764 0.243
H -1.70502 1.30691 1.90103 0.202
H -2.03240 1.29235 3.65668 0.214
H 0.28930 2.33166 2.71199 0.186
H 0.32365 1.28576 4.17717 0.179
C 0.37108 7.00446 2.30759 -0.660
C -0.26579 5.83218 1.63018 0.141
C -1.07648 4.95673 2.36876 -0.248
C -1.64811 3.84969 1.76926 -0.105
C -1.32848 3.46422 0.42499 -0.099
C -1.76805 2.18982 -0.08551 0.081
C -1.65464 1.85864 -1.48038 -0.079
C -2.77601 1.32939 -2.18558 -0.127
C -2.72033 1.09171 -3.54887 -0.230
C -1.53602 1.31778 -4.26752 0.108
C -1.49686 1.00227 -5.73095 -0.653
C -0.41139 1.80593 -3.58754 -0.234
C -0.46151 2.06070 -2.22341 -0.123
C -0.62041 4.44564 -0.33309 -0.103
C -0.08449 5.58096 0.26376 -0.244
H 0.99923 7.55607 1.60463 0.233
H -0.38552 7.69131 2.70879 0.251
H 0.99755 6.68960 3.15209 0.250
H -1.24942 5.16142 3.42832 0.238
H -2.35636 3.24581 2.34051 0.223
H -2.66950 1.78280 0.38907 0.220
H -3.70188 1.14232 -1.63310 0.224
H -3.59933 0.72167 -4.08430 0.238
H -0.54124 1.29762 -6.16934 0.232
H -1.63252 -0.07314 -5.90777 0.249
H -2.30380 1.51691 -6.26643 0.244
H 0.50753 1.99450 -4.14561 0.237
H 0.42325 2.42113 -1.69822 0.234
H -0.48588 4.31051 -1.40429 0.233
H 0.49598 6.29399 -0.32652 0.239

---

# 3
44
Properties=species:S:1:pos:R:3:nbo_charge:R:1 method="wB97M-V/def2-TZVPD" smiles="N[C@@H](Cc1c[nH]cn1)C(=O)N[C@@H](Cc1c[nH]c2ccccc12)C(=O)O" e_lumo_ev=0.67 gap_ha=0.3147
N -0.55175 0.78676 -3.15625 -0.864
C -1.27392 0.80121 -1.91287 -0.144
C -2.68817 1.32030 -2.01169 -0.429
C -2.76165 2.79359 -2.33076 0.087
C -3.38098 3.74968 -1.60332 -0.107
N -3.19550 4.89684 -2.29079 -0.524
C -2.43139 4.64564 -3.39912 0.167
N -2.19106 3.34846 -3.52185 -0.486
C -1.39671 -0.63925 -1.38647 0.682
O -2.52422 -1.16177 -1.45408 -0.636
N -0.24399 -1.16377 -0.96022 -0.606
C 1.06646 -0.50889 -0.89468 -0.167
C 1.20526 0.16081 0.47042 -0.413
C 0.82062 -0.71464 1.60105 -0.132
C -0.42555 -1.18618 1.98271 -0.008
N -0.24597 -1.90343 3.14739 -0.511
C 1.07086 -2.04171 3.43213 0.121
C 1.65800 -2.81035 4.40027 -0.241
C 3.04374 -2.79203 4.50082 -0.208
C 3.82183 -2.07021 3.57845 -0.250
C 3.18318 -1.40019 2.55846 -0.174
C 1.74317 -1.29181 2.49627 -0.091
C 2.11291 -1.59843 -0.90302 0.800
O 3.30194 -1.40320 -1.00522 -0.583
O 1.56909 -2.83763 -0.82623 -0.700
H -0.80078 -0.03404 -3.71081 0.367
H -0.63779 1.66132 -3.66289 0.403
H -0.70815 1.40606 -1.21495 0.184
H -3.17371 0.77231 -2.81280 0.235
H -3.19237 1.16797 -1.02861 0.223
H -4.01251 3.75037 -0.69359 0.223
H -3.49072 5.80498 -1.97767 0.413
H -1.96039 5.41389 -3.99952 0.202
H -0.28826 -2.11384 -0.72608 0.425
H 1.16837 0.23213 -1.68112 0.283
H 2.21426 0.63538 0.55197 0.244
H 0.47467 1.03487 0.34571 0.217
H -1.41086 -0.99500 1.55945 0.227
H -0.94781 -2.42062 3.66389 0.409
H 1.04921 -3.48539 5.01766 0.212
H 3.47507 -3.32961 5.34246 0.212
H 4.92625 -2.14336 3.61123 0.220
H 3.73768 -0.84583 1.84184 0.211
H 2.29166 -3.49136 -0.93757 0.510

---

# 4
81
Properties=species:S:1:pos:R:3:mulliken_spin:R:1 method="wB97M-V/def2-TZVPD" s_squared=0.78 spin_multiplicity=2 e_lumo_ev="-9.20 / -10.25" total_charge=+3 gap_ha="0.2190 / 0.1799"
Re -0.14311 -0.12276 -0.40182 0.699
C -2.56461 0.92864 1.31722 0.016
N -1.15908 1.41470 1.20238 0.019
C -0.63045 1.76855 2.57312 0.003
C -0.02707 0.59871 3.30415 0.000
C 1.12300 0.78881 4.21532 0.002
C 1.94622 -0.21751 4.53886 0.001
C 1.82108 -1.58538 3.92146 0.011
C 0.63106 -1.53104 2.92329 -0.005
N -0.41127 -0.54250 2.89657 0.000
C -1.17445 2.70224 0.46458 0.007
C -1.66566 2.49879 -0.93076 0.012
C -2.28784 3.52330 -1.61991 -0.005
C -2.76129 3.29418 -2.89996 0.010
C -2.62956 2.02089 -3.43413 -0.004
C -2.00225 1.05240 -2.68463 0.022
N -1.49584 1.26871 -1.45588 0.002
C -2.72664 -0.54168 1.11971 -0.020
C -3.79916 -1.19534 1.69772 -0.007
C -3.96253 -2.55304 1.50590 0.008
C -3.02034 -3.23556 0.74564 -0.003
C -1.97842 -2.53160 0.19777 0.006
N -1.82879 -1.19084 0.34827 -0.004
H -3.18268 1.43076 0.57008 0.002
H -2.98012 1.19972 2.28763 0.000
H -1.42711 2.26396 3.13556 -0.002
H 0.15918 2.50706 2.42877 0.000
H 1.25329 1.76201 4.67420 0.000
H 2.71405 -0.06148 5.28778 0.000
H 1.84447 -2.38224 4.66392 -0.001
H 0.24036 -2.52077 2.68861 0.000
H -0.16017 3.09827 0.45147 0.000
H -1.80842 3.43085 0.97729 0.001
H -2.40652 4.48870 -1.14604 0.000
H -3.24588 4.08375 -3.45886 0.000
H -3.01174 1.77537 -4.41457 0.000
H -1.91524 0.05539 -3.07203 -0.002
H -4.49146 -0.63488 2.31152 0.000
H -4.79727 -3.07574 1.95426 0.000
H -3.08738 -4.30194 0.58471 0.001
H -1.22715 -3.04394 -0.37790 0.006
S 3.61498 -6.73810 -0.63842 0.004
N 3.56399 -5.61214 0.51810 -0.009
C 2.79157 -4.63981 0.07863 -0.007
C 2.49147 -3.40516 0.81025 -0.014
C 2.96599 -3.11593 2.04432 0.075
C 2.75837 -1.76990 2.65439 0.003
C 1.65618 -1.03177 1.90087 0.004
N 1.26029 -1.31933 0.55380 -0.056
C 1.63853 -2.46379 0.08243 0.019
C 1.07069 -2.77515 -1.21901 0.038
N 0.19000 -1.84575 -1.68885 -0.019
C -0.34390 -2.08387 -2.88628 0.026
C -0.05894 -3.22305 -3.63647 0.003
C 0.80293 -4.17413 -3.14045 0.007
C 1.38348 -3.94770 -1.88729 0.006
C 2.27674 -4.88406 -1.21629 0.002
N 2.66587 -6.03554 -1.73208 0.003
H 3.60478 -3.84356 2.53544 -0.003
H 3.72855 -1.27014 2.73651 0.008
H 1.78745 0.03747 1.98571 0.000
H -1.03189 -1.35736 -3.27485 0.011
H -0.53524 -3.34619 -4.59916 0.000
H 1.03567 -5.07858 -3.68842 -0.001
O 1.10633 0.51472 -1.89655 0.007
C 1.75228 1.35174 -1.14078 0.030
O 1.25504 1.30762 0.06304 0.017
C 2.82085 2.17260 -1.56672 0.020
C 3.47520 2.98479 -0.62568 0.014
C 4.53416 3.79519 -0.99360 -0.002
C 4.89957 3.75866 -2.32780 0.027
O 5.87602 4.43917 -2.90967 0.013
C 5.87597 4.08535 -4.31147 0.000
O 4.82636 3.12273 -4.48177 0.001
C 4.24977 2.95077 -3.27460 -0.002
C 3.21116 2.14468 -2.93421 0.001
H 3.14990 2.96885 0.40609 0.000
H 5.05772 4.42160 -0.28627 0.000
H 6.83405 3.63698 -4.56189 0.001
H 5.66224 4.97494 -4.89921 0.001
H 2.71203 1.51614 -3.65753 -0.001

---

# 5
16
Properties=species:S:1:pos:R:3:nbo_charge:R:1 method="wB97M-V/def2-TZVPD" e_lumo_ev=1.01 gap_ha=0.2853
C -1.73823 -0.32740 -0.11168 -0.105
C 0.34430 0.63708 -1.66506 -0.189
C 1.82939 0.26151 0.14163 -0.084
C -0.31551 -0.52287 1.68483 -0.170
C 0.45987 -0.35480 0.43774 -0.287
C -0.53887 0.41811 -0.45132 -0.329
H -2.41060 -1.24159 1.55993 0.431
H -2.79278 -0.00084 -0.39890 0.193
H 0.16604 1.52990 -2.36358 0.187
H 2.33690 0.92360 -1.81646 0.417
H 2.77590 -0.15650 0.51980 0.205
H -0.02456 -1.15942 2.47760 0.190
H 0.45538 -1.33216 -0.12995 0.171
H -0.61951 1.37505 0.06803 0.177
N -1.58993 -0.68883 1.18484 -0.407
N 1.66222 0.63918 -1.13747 -0.400

---

# 6
71
Properties=species:S:1:pos:R:3:mulliken_charge:R:1 method="wB97M-V/def2-TZVPD" e_lumo_ev=2.33 total_charge=-1 gap_ha=0.2933
Li -0.47510 -0.72578 -0.20223 0.965
N -1.54010 5.81259 -2.23269 -0.527
C -0.80760 5.01619 -1.84615 -0.076
C 0.12288 4.01963 -1.38289 0.521
C 1.36176 4.39140 -0.87245 -0.335
C 2.23018 3.39978 -0.46032 -0.752
C 1.82799 2.07566 -0.58065 -0.460
N 0.64049 1.71673 -1.05360 0.066
C -0.19854 2.66492 -1.44416 -0.323
H 1.62465 5.43855 -0.79848 0.462
H 3.20192 3.64314 -0.05341 0.445
H 2.47701 1.25687 -0.28719 0.501
H -1.16957 2.34334 -1.80230 0.474
O -3.90191 1.99937 3.55349 -0.519
C -2.73198 2.59425 3.18457 1.262
C -2.52371 3.94604 3.45444 -0.815
C -1.35978 4.58139 3.05291 -0.588
C -0.39230 3.86748 2.36218 -0.660
C -0.61465 2.52453 2.09001 -0.116
C -1.76410 1.85589 2.49774 -0.182
C -1.87686 0.35598 2.21185 0.245
O -2.47292 -0.34944 3.01744 -0.712
O -1.28352 -0.00789 1.14873 -0.725
H -4.44296 2.66039 3.99903 0.274
H -3.29213 4.50203 3.98401 0.231
H -1.21553 5.63063 3.28020 0.365
H 0.52053 4.35030 2.03581 0.421
H 0.11625 1.94105 1.54578 0.486
O -0.74162 -1.41212 -1.98209 -0.956
C 0.50224 -1.38273 -2.17563 1.097
O 1.34684 -1.13928 -1.27738 -0.674
C 1.01540 -1.65530 -3.58220 -1.164
C 2.48752 -1.31499 -3.77385 -0.980
Ge 3.77711 -2.32950 -2.71209 1.954
C 3.72368 -2.71728 -0.80494 0.064
C 2.71075 -3.50791 -0.25841 -0.122
C 2.65762 -3.75543 1.10335 -0.916
C 3.61615 -3.20775 1.94796 -0.577
C 4.62312 -2.41552 1.42181 -0.688
C 4.67381 -2.17036 0.05283 -0.318
C 3.93421 -4.07921 -3.62394 0.190
C 3.93032 -5.29567 -2.94309 -0.085
C 4.07021 -6.50200 -3.62114 -0.653
C 4.22258 -6.51258 -4.99893 -0.386
C 4.24115 -5.31074 -5.69510 -0.679
C 4.09789 -4.11200 -5.01143 -0.544
C 5.53126 -1.50001 -3.06749 -0.016
C 5.66393 -0.25917 -3.68790 -0.503
C 6.91706 0.27318 -3.97462 -0.622
C 8.06312 -0.43253 -3.64292 -0.392
C 7.95207 -1.67233 -3.02508 -0.735
C 6.69895 -2.19653 -2.74420 -0.287
H 0.38797 -1.07078 -4.25938 0.403
H 0.81831 -2.70652 -3.81458 0.301
H 2.64570 -0.25295 -3.57700 0.378
H 2.78732 -1.51156 -4.80684 0.467
H 1.93637 -3.91384 -0.89836 0.505
H 1.85445 -4.35554 1.51191 0.400
H 3.56544 -3.38772 3.01454 0.382
H 5.36802 -1.97869 2.07599 0.394
H 5.46078 -1.54053 -0.34382 0.312
H 3.82460 -5.30688 -1.86444 0.358
H 4.06137 -7.43462 -3.07003 0.388
H 4.32831 -7.45107 -5.52902 0.362
H 4.36958 -5.30880 -6.77079 0.379
H 4.12998 -3.18383 -5.57200 0.217
H 4.77988 0.30808 -3.95380 0.283
H 6.99629 1.23947 -4.45788 0.380
H 9.03973 -0.02132 -3.86680 0.365
H 8.84358 -2.23024 -2.76534 0.380
H 6.62538 -3.16966 -2.26939 0.414

---

How do the records compare in total energy? In the order shown, they have -5421.2817; -1276.3413; -1158.7430; -2680.0879; -342.7332; -3882.7920 Eh.
How do the records compare in relative energy (zero: lowest compared OMol25 entry of this formula, charge and spin)? In the order shown, they have 5.7; 10.0; 30.1; 78.7; 126.0; 15.8 kcal per mole.